Record 1
# C8H12AsCuF6N2O2

C8H12AsCuF6N2O2 as an isolated structure at a distorted geometry (ωB97M-V/def2-TZVPD, the Open Molecules 2025 dataset).

The geometry in ORCA input format:
```
! RIJCOSX wB97M-V def2-TZVPD def2/J DEFGRID3
* xyz -2 1
As 28.927 -11.893 -5.151
Cu 28.457 -15.544 -2.721
F 28.683 -13.079 -3.881
F 30.446 -11.425 -4.443
F 27.385 -12.338 -5.841
F 28.145 -10.686 -4.179
F 29.699 -13.122 -6.131
F 29.159 -10.755 -6.452
O 28.039 -15.593 -0.533
O 30.499 -16.376 -2.427
N 26.460 -13.362 -0.507
N 26.260 -17.264 -3.816
C 27.185 -16.853 -4.735
C 25.574 -16.179 -3.326
C 24.626 -12.246 0.030
C 25.128 -11.709 -1.190
C 25.472 -13.256 0.431
C 26.087 -15.055 -3.944
C 26.248 -12.462 -1.496
C 27.106 -15.492 -4.843
H 25.865 -14.020 -3.749
H 27.177 -14.144 -0.610
H 27.305 -15.661 0.089
H 26.962 -12.349 -2.298
H 27.819 -17.574 -5.223
H 30.944 -15.520 -2.439
H 27.589 -14.846 -5.557
H 25.524 -13.884 1.304
H 24.879 -16.230 -2.507
H 26.110 -18.210 -3.526
H 23.681 -11.971 0.480
H 24.704 -10.894 -1.751
*
```

Properties
**Energy relative to the best compared isomer or geometry (same formula, charge and spin)**: 0.0 kcal per mole
**HOMO level**: -0.91 eV
**HOMO-LUMO gap**: 0.2273 Ha
**LUMO**: 0.1940 hartree



Record 2
# C21H18FeN5O2S2

C21H18FeN5O2S2 as an isolated structure (ωB97M-V/def2-TZVPD, the Open Molecules 2025 dataset).

The geometry in ORCA input format:
```
! RIJCOSX wB97M-V def2-TZVPD def2/J DEFGRID3
* xyz 1 1
Fe 0.652 0.312 0.036
S 0.478 2.045 4.314
S 1.412 0.319 2.151
O 7.860 -0.922 -1.857
O 7.119 -2.169 -3.525
N -0.211 1.963 0.543
N -0.303 2.410 1.835
N 0.090 0.947 -1.805
N -0.892 -0.923 0.282
N 1.538 -1.381 -0.533
C 2.874 -1.466 -1.020
C 4.589 -2.469 -2.362
C 0.436 1.682 2.631
C -0.618 3.471 4.424
C 5.496 -1.499 -1.941
C -3.061 -1.631 0.959
C -1.469 -3.247 0.222
C 0.287 0.384 -2.994
C -1.113 2.719 -2.870
C 3.287 -2.461 -1.904
C -2.108 -0.644 0.742
C -0.910 2.119 -4.105
C -2.740 -2.949 0.694
C 6.885 -1.575 -2.514
C 3.762 -0.478 -0.622
C -0.576 -2.209 0.032
C -0.598 2.108 -1.742
C 0.794 -2.413 -0.434
C -0.740 2.659 -0.391
C 5.073 -0.501 -1.073
C -0.197 0.935 -4.171
H -1.301 2.576 -5.004
H -0.609 3.767 5.471
H -0.244 4.283 3.806
H -4.035 -1.357 1.337
H -1.244 3.597 -0.186
H 4.927 -3.217 -3.066
H -1.658 3.648 -2.779
H -3.462 -3.737 0.858
H -1.170 -4.264 0.012
H 5.738 0.293 -0.755
H -2.317 0.395 0.956
H 7.559 -0.595 -1.002
H 2.596 -3.210 -2.269
H -1.627 3.206 4.122
H 0.857 -0.537 -3.001
H 1.141 -3.419 -0.654
H -0.010 0.441 -5.113
H 3.443 0.289 0.074
*
```

Properties
**Energy relative to the best compared isomer or geometry (same formula, charge and spin)**: 0.0 kcal per mole
**HOMO level (spin up / spin down)**: -11.03 / -11.23 eV
**HOMO-LUMO gap (spin up / spin down)**: 0.2558 / 0.2631 Ha
**LUMO (spin up / spin down)**: -0.1497 / -0.1494 hartree



Record 3
# C44H71F5IN10O2

A 8-piece molecular cluster, C44H71F5IN10O2 overall at a distorted geometry (ωB97M-V/def2-TZVPD, the Open Molecules 2025 dataset).

The geometry in ORCA input format:
```
! RIJCOSX wB97M-V def2-TZVPD def2/J DEFGRID3
* xyz 1 1
I 3.408 -1.749 3.018
F 3.912 3.009 -0.357
F 2.431 3.113 -1.917
F 5.417 2.128 -2.080
F 3.791 1.844 -3.497
F 4.248 0.179 -2.142
O -1.687 -0.764 1.217
O -2.025 4.955 -2.245
N -7.279 7.210 -3.434
N 4.738 1.363 2.239
N -4.199 -7.656 2.180
N 8.411 -5.603 7.938
N 0.422 10.617 -5.537
N -1.869 2.793 -1.335
N 3.065 -4.522 5.368
N -3.320 -2.723 -1.838
N -4.903 1.477 -2.959
N 1.020 0.752 -0.665
C -1.101 7.803 -3.435
C 3.139 2.195 -1.184
C 11.617 -4.731 6.856
C -2.497 -1.973 1.221
C -0.194 8.746 -2.653
C 0.367 -0.191 0.088
C 6.323 -5.897 3.889
C -2.837 3.259 -3.749
C 0.089 10.439 -4.453
C 11.469 -5.629 5.633
C -4.412 -5.088 -2.036
C 1.030 -0.927 1.182
C -2.627 2.316 1.062
C -3.188 -8.056 2.553
C -1.139 -0.585 -0.104
C -4.977 0.257 -6.586
C 6.498 -5.156 5.211
C -5.650 10.677 -3.497
C 11.004 -5.334 8.122
C -5.667 1.352 -3.808
C 4.080 -4.916 5.739
C 3.084 0.395 0.621
C -2.230 3.774 -2.395
C -0.387 2.789 -1.332
C -4.894 -5.352 0.453
C -0.773 -8.327 2.021
C 2.425 -0.665 1.459
C 5.371 -5.425 6.208
C 0.247 1.385 -1.762
C -0.963 -9.082 0.710
C -2.346 3.397 -0.038
C 4.204 1.535 -2.215
C -5.725 10.048 -2.111
C -5.455 8.542 -2.119
C -6.281 0.038 -5.829
C 4.602 0.622 0.961
C -3.803 -3.762 -1.928
C -5.471 -5.329 -0.958
C -6.479 7.795 -2.853
C 2.354 1.108 -0.422
C -6.635 1.198 -4.895
C -1.901 -8.572 3.025
C -0.342 10.210 -3.072
C 9.551 -5.482 8.020
H 6.580 -4.083 5.014
H -0.682 -7.257 1.811
H 10.418 -5.782 5.374
H -6.707 10.252 -1.674
H 11.925 -6.607 5.807
H 5.295 -6.496 6.407
H -4.126 -6.116 0.548
H -5.427 8.182 -1.087
H -1.742 0.244 -0.569
H -3.661 3.960 -4.023
H 0.067 3.549 -2.029
H -7.089 -0.084 -6.554
H 3.814 1.455 2.661
H -4.793 -0.575 -7.269
H -1.650 -8.082 3.969
H -1.380 10.530 -2.951
H 7.441 -5.469 5.663
H -4.984 10.531 -1.468
H 0.170 -8.644 2.473
H -2.030 3.363 -4.520
H -3.313 3.928 -0.254
H -0.854 7.803 -4.499
H -4.672 10.503 -3.954
H -6.218 -0.895 -5.262
H -1.633 4.150 0.384
H -3.164 -2.021 0.323
H -5.805 11.755 -3.431
H -1.284 -1.512 -0.720
H 6.254 -6.975 4.051
H -7.623 1.019 -4.464
H 11.960 -5.176 4.771
H -6.250 -4.564 -1.018
H 12.681 -4.557 7.034
H -4.455 -4.386 0.721
H -4.125 0.321 -5.905
H 0.845 8.425 -2.768
H -5.015 1.176 -7.176
H 11.166 -3.758 6.646
H 5.616 -4.944 7.158
H -1.042 -10.158 0.886
H -1.863 -8.753 0.186
H -0.990 6.782 -3.068
H 11.233 -4.686 8.972
H -3.117 -2.046 2.155
H 5.162 1.107 0.114
H -3.176 2.827 1.897
H -0.590 0.774 -2.173
H 0.489 -1.679 1.799
H -3.185 2.186 -3.645
H -5.954 -6.290 -1.153
H 0.260 10.833 -2.406
H -1.987 -9.640 3.237
H -1.701 1.865 1.509
H -3.637 -5.857 -1.979
H 0.961 1.485 -2.630
H -0.112 -8.909 0.049
H 0.053 3.025 -0.319
H 5.045 -0.417 1.035
H -3.297 1.489 0.703
H 5.422 -5.571 3.363
H -6.704 2.129 -5.464
H -4.878 -5.183 -3.021
H 11.460 -6.304 8.334
H -5.679 -5.572 1.177
H -2.151 8.090 -3.326
H -1.776 -2.842 1.214
H -4.471 8.340 -2.550
H -0.437 8.661 -1.590
H 7.175 -5.707 3.234
H -6.416 10.272 -4.162
H 5.296 0.761 2.851
*
```

Properties
**HOMO level**: -11.72 eV
**HOMO-LUMO gap**: 0.2834 Ha
**LUMO**: -0.1471 hartree



Record 4
# C4H23N2O6S

A 7-piece molecular cluster, C4H23N2O6S overall at a distorted geometry (ωB97M-V/def2-TZVPD, the Open Molecules 2025 dataset).

The geometry in ORCA input format:
```
! RIJCOSX wB97M-V def2-TZVPD def2/J DEFGRID3
* xyz -1 1
S -1.473 2.618 -0.118
O -3.888 -3.193 -0.090
O 1.116 3.456 1.974
O 2.858 -1.597 -1.908
O 2.454 -1.738 0.807
O 2.859 1.178 1.621
O 2.393 2.135 -1.291
N -2.636 -0.303 1.485
N -0.799 -1.584 0.334
C -0.183 -0.510 -0.471
C -1.122 0.109 -1.528
C -0.982 1.614 -1.602
C -1.486 -1.172 1.551
H 1.515 -1.512 0.764
H -3.408 -0.643 0.943
H 2.720 -1.562 -0.931
H 2.852 -0.950 1.216
H -3.261 -2.859 -0.739
H 0.693 -0.924 -0.954
H -1.561 1.989 -2.446
H -0.803 -0.803 2.311
H 2.170 1.321 -1.761
H 1.748 2.765 -1.620
H 0.054 1.895 -1.731
H -2.127 -0.243 -1.290
H 2.275 1.619 0.991
H -2.426 0.664 1.247
H -0.872 -0.271 -2.528
H 2.724 1.704 2.417
H -1.922 -2.117 1.908
H 0.137 0.268 0.222
H 1.357 3.546 1.042
H -3.343 -3.526 0.631
H 3.522 -2.282 -2.021
H 0.287 2.965 1.845
H -1.445 -2.055 -0.281
*
```

Properties
**Energy relative to the best compared isomer or geometry (same formula, charge and spin)**: 0.0 kcal per mole
**HOMO level**: -3.59 eV
**HOMO-LUMO gap**: 0.2427 Ha
**LUMO**: 0.1110 hartree



Record 5
# C43H46AsCoNS4

C43H46AsCoNS4 as an isolated structure at a distorted geometry (ωB97M-V/def2-TZVPD, the Open Molecules 2025 dataset).

The geometry in ORCA input format:
```
! RIJCOSX wB97M-V def2-TZVPD def2/J DEFGRID3
* xyz 2 4
As 1.653 1.142 -0.608
Co -0.557 0.672 0.305
S -2.083 -0.492 2.812
S -2.395 -1.638 -0.513
S -0.960 1.650 5.698
S 0.537 0.604 2.689
N -0.947 -0.907 -0.651
C -2.850 -5.566 0.292
C -0.795 -3.664 0.612
C -0.562 -5.006 0.919
C 3.257 2.315 -2.755
C 2.346 -1.606 -1.148
C 3.872 2.250 -3.996
C -2.187 2.282 -3.430
C -3.817 2.256 -1.532
C 3.532 1.262 -4.955
C -2.722 -1.926 -2.244
C -2.043 -3.301 0.105
C 5.018 2.954 1.262
C 2.421 0.477 -4.710
C -4.113 2.328 -0.128
C 2.200 1.409 -2.468
C -3.387 -2.479 -4.872
C 3.779 -2.033 1.216
C 3.173 4.417 1.668
C -3.952 -1.531 -2.706
C -1.705 2.534 0.359
C 1.269 1.641 4.039
C -4.296 -1.874 -4.000
C 4.230 2.154 0.454
C 1.753 0.583 -3.464
C 4.531 4.094 1.886
C 2.867 2.437 0.323
C 0.579 -1.083 3.315
C -2.125 -2.801 -4.385
C 2.570 -0.543 -0.255
C -2.308 1.742 4.522
C -3.081 2.572 0.765
C 0.354 2.541 4.834
C -1.419 2.465 -1.015
C 3.306 -0.751 0.918
C -1.595 -5.937 0.803
C -2.484 2.340 -1.957
C -3.063 -4.241 -0.070
C 2.337 3.579 0.909
C -1.777 -2.528 -3.056
C -0.837 -1.454 3.729
C 2.845 -2.874 -0.843
C -2.924 0.388 4.165
C 3.647 -3.080 0.297
H 0.883 -1.774 2.540
H -0.075 3.341 4.211
H -5.129 2.138 0.251
H 4.687 1.316 -0.130
H -1.109 -2.482 3.500
H 2.781 5.359 2.050
H 2.625 -3.706 -1.508
H 1.834 -1.441 -2.106
H 2.108 -0.323 -5.373
H -4.600 2.098 -2.282
H -5.331 -1.636 -4.317
H -3.327 2.793 1.809
H -1.981 3.279 -3.867
H -3.065 2.326 5.023
H -1.986 2.272 3.633
H -1.438 -6.981 1.068
H 4.112 1.127 -5.883
H -0.975 -1.314 4.785
H 0.873 -0.035 -3.229
H -0.860 -2.905 -2.595
H -0.008 -2.899 0.697
H 3.558 3.096 -2.047
H -4.048 -3.927 -0.432
H 0.424 -5.310 1.244
H -3.676 -6.282 0.226
H 1.828 1.005 4.740
H -3.639 -2.678 -5.887
H 3.488 0.062 1.601
H -0.978 2.821 1.127
H -0.376 -1.401 -1.323
H 0.885 3.045 5.672
H 1.315 -1.204 4.111
H -1.391 -3.268 -5.013
H 4.691 2.968 -4.175
H -1.287 1.679 -3.628
H -2.950 -0.222 5.050
H -3.050 1.825 -3.956
H 6.047 2.614 1.388
H 1.275 3.823 0.814
H 2.046 2.285 3.563
H 4.195 -4.009 0.430
H 5.157 4.712 2.540
H -0.441 2.755 -1.383
H -4.639 -1.050 -1.997
H 4.377 -2.212 2.114
H -3.927 0.546 3.808
*
```

Properties
**Energy relative to the best compared isomer or geometry (same formula, charge and spin)**: 0.0 kcal per mole
**HOMO level (spin up / spin down)**: -12.96 / -12.95 eV
**⟨S²⟩**: 3.7606
**HOMO-LUMO gap (spin up / spin down)**: 0.2949 / 0.2534 Ha
**LUMO (spin up / spin down)**: -0.1813 / -0.2225 hartree



Record 6
# C3H8ClP

A 2-piece molecular cluster, C3H8ClP overall at a distorted geometry (ωB97M-V/def2-TZVPD, the Open Molecules 2025 dataset).

The geometry in ORCA input format:
```
! RIJCOSX wB97M-V def2-TZVPD def2/J DEFGRID3
* xyz 0 1
Cl 2.591 0.523 -0.678
P -0.596 1.143 -0.520
C -0.569 -0.160 0.854
C -0.716 -1.670 0.479
C 1.981 0.683 0.876
H -1.927 1.230 -0.701
H -0.543 -1.691 -0.545
H -0.502 0.146 -1.629
H -1.774 -1.988 0.545
H 2.519 0.058 1.600
H 1.668 1.660 1.189
H -0.088 -2.258 1.221
H -0.836 0.276 1.746
*
```

Properties
**Energy relative to the best compared isomer or geometry (same formula, charge and spin)**: 98.0 kcal per mole
**HOMO level (spin up / spin down)**: -8.07 / -8.27 eV
**HOMO-LUMO gap (spin up / spin down)**: 0.3051 / 0.3186 Ha
**LUMO (spin up / spin down)**: 0.0084 / 0.0147 hartree